[1]
Density functional theory data (wB97M-V/def2-TZVPD) for C43H41N4O3P2PtTe as an isolated structure at a distorted geometry.

Summary:
relative energy (zero: lowest compared OMol25 entry of this formula, charge and spin): 0.0 kcal/mol
energy: -3177.86971 hartree
strongest force on any atom: 3.4 eV/Å
multiplicity: 2

Positions of all 95 atoms, in Å:
Pt 1.09 0.20 1.48
Te -2.47 -2.76 -0.16
C -2.05 -3.56 -2.10
C -2.66 -2.99 -3.22
C -2.36 -3.48 -4.48
N -1.53 -4.51 -4.69
C -0.98 -5.07 -3.62
C -1.21 -4.64 -2.32
C -0.94 -1.36 -0.01
P 0.76 -1.70 0.23
C 1.77 -1.57 -1.31
C 1.46 -2.23 -2.49
C 2.28 -2.11 -3.61
C 3.42 -1.32 -3.56
C 3.74 -0.65 -2.39
C 2.92 -0.77 -1.28
C 0.92 -3.46 0.66
C 0.27 -3.89 1.82
C 0.39 -5.19 2.26
C 1.18 -6.10 1.56
C 1.86 -5.68 0.44
C 1.74 -4.37 -0.01
P -1.06 0.45 0.38
C -2.89 0.65 0.35
C -3.65 -0.01 1.31
C -5.03 0.12 1.35
C -5.67 0.93 0.42
C -4.92 1.63 -0.52
C -3.53 1.51 -0.54
C -0.56 1.00 -1.33
C -1.23 0.50 -2.46
C -0.74 0.75 -3.73
C 0.41 1.52 -3.90
C 1.07 2.03 -2.80
C 0.59 1.76 -1.52
H -3.35 -2.17 -3.11
H -2.80 -3.04 -5.37
H -0.32 -5.91 -3.82
H -0.72 -5.14 -1.49
H 0.56 -2.84 -2.55
H 2.01 -2.63 -4.52
H 4.04 -1.22 -4.44
H 4.62 -0.02 -2.35
H 3.14 -0.22 -0.37
H -0.33 -3.17 2.37
H -0.14 -5.51 3.16
H 1.26 -7.13 1.90
H 2.49 -6.38 -0.10
H 2.28 -4.05 -0.90
H -3.14 -0.64 2.04
H -5.60 -0.41 2.09
H -6.75 1.02 0.43
H -5.42 2.27 -1.24
H -2.96 2.06 -1.28
H -2.12 -0.10 -2.32
H -1.25 0.33 -4.59
H 0.79 1.70 -4.90
H 1.97 2.61 -2.93
H 1.11 2.12 -0.64
N 4.55 -2.77 1.68
C 5.28 -1.51 1.72
C 4.37 -0.41 2.24
O 4.62 0.77 2.16
O 3.26 -0.86 2.81
H 5.17 -3.57 1.65
H 3.96 -2.83 0.85
H 3.27 -1.84 2.73
H 5.69 -1.18 0.76
H 6.11 -1.59 2.42
N 1.89 1.84 2.87
C 1.28 3.09 3.14
C 1.58 4.20 2.37
C 0.97 5.42 2.63
C 0.05 5.54 3.66
C -0.25 4.43 4.43
C 0.36 3.21 4.18
H 2.83 1.93 2.50
H 1.91 1.25 3.69
H 2.30 4.10 1.56
H 1.22 6.28 2.02
H -0.43 6.49 3.85
H -0.98 4.51 5.23
H 0.12 2.34 4.79
O -0.97 2.44 1.12
N -1.77 3.48 0.93
C -1.59 4.27 -0.13
C -2.41 5.35 -0.35
C -3.43 5.63 0.54
C -3.62 4.77 1.61
C -2.79 3.69 1.77
H -0.76 3.99 -0.77
H -2.24 5.98 -1.21
H -4.07 6.49 0.40
H -4.42 4.93 2.32
H -2.87 2.96 2.57



[2]
Density functional theory data (wB97M-V/def2-TZVPD) for C43H42AlN4OPSi as an isolated structure.

Summary:
relative energy (zero: lowest compared OMol25 entry of this formula, charge and spin): 1.2 kcal/mol
energy: -2831.49513 hartree
strongest force on any atom: 0.5 eV/Å

Positions of all 93 atoms, in Å:
Al -0.22 -0.22 -0.34
C 5.55 3.15 1.13
C 5.02 1.95 1.60
C 4.20 1.18 0.78
C 3.92 1.58 -0.53
C 4.45 2.79 -0.98
C 5.26 3.56 -0.16
P 2.72 0.58 -1.50
C 3.32 0.80 -3.22
C 2.34 0.80 -4.22
C 2.69 0.92 -5.56
C 4.02 1.05 -5.92
C 5.00 1.06 -4.94
C 4.66 0.93 -3.60
C 3.27 -1.13 -1.10
C 4.61 -1.44 -1.18
C 5.08 -2.75 -1.03
C 4.18 -3.75 -0.81
C 2.80 -3.48 -0.69
C 1.91 -4.55 -0.45
C 0.59 -4.32 -0.26
C 0.11 -2.99 -0.28
C 0.90 -1.88 -0.53
C 2.30 -2.14 -0.78
H 6.19 3.74 1.77
H 5.24 1.60 2.60
H 3.80 0.24 1.14
H 4.25 3.13 -1.99
H 5.68 4.49 -0.53
H 1.30 0.71 -3.94
H 1.92 0.91 -6.31
H 4.30 1.15 -6.96
H 6.05 1.16 -5.21
H 5.44 0.94 -2.85
H 5.33 -0.65 -1.38
H 6.14 -2.96 -1.10
H 4.51 -4.78 -0.72
H 2.31 -5.56 -0.41
H -0.10 -5.13 -0.07
H -0.94 -2.84 -0.08
C 1.79 5.17 2.22
N 1.39 3.79 2.38
N 0.86 3.04 1.35
C 0.79 1.74 1.75
O 0.35 0.82 1.01
C 1.29 1.69 3.07
C 1.67 2.96 3.41
C 2.31 3.46 4.65
C 0.51 3.63 0.10
C -0.79 4.02 -0.13
C -1.11 4.64 -1.33
C -0.13 4.85 -2.28
C 1.18 4.45 -2.05
C 1.51 3.83 -0.85
H 1.27 5.60 1.37
H 2.87 5.25 2.05
H 1.52 5.72 3.12
H 1.36 0.80 3.66
H 2.43 2.65 5.35
H 1.70 4.24 5.12
H 3.29 3.89 4.43
H -1.55 3.83 0.62
H -2.14 4.93 -1.53
H -0.39 5.31 -3.23
H 1.94 4.59 -2.80
H 2.52 3.51 -0.64
N -0.93 1.78 -2.67
C -0.61 1.06 -1.83
C -1.01 -1.03 2.99
Si -2.47 -1.08 1.81
C -3.73 0.11 2.56
C -3.15 -2.83 1.89
N -1.96 -0.71 0.19
C -2.88 -0.99 -0.85
C -2.45 -1.38 -2.13
C -3.34 -1.67 -3.15
C -4.71 -1.59 -2.94
C -5.16 -1.21 -1.69
C -4.27 -0.91 -0.67
H -1.30 -1.51 3.92
H -0.71 0.00 3.23
H -0.14 -1.56 2.59
H -3.48 0.31 3.61
H -4.74 -0.31 2.55
H -3.76 1.06 2.03
H -3.59 -3.03 2.87
H -2.35 -3.55 1.73
H -3.92 -2.99 1.14
H -1.39 -1.50 -2.33
H -2.95 -1.97 -4.11
H -5.40 -1.82 -3.74
H -6.22 -1.13 -1.50
H -4.67 -0.60 0.28